(1)
19
Properties=species:S:1:pos:R:3:forces:R:3:lowdin_charge:R:1 method="wB97M-V/def2-TZVPD" spin_multiplicity=3 lumo_ev="-3.007 / -5.174" total_charge=+1 homo_lumo_gap_ev="7.6 / 8.3" relative_energy_kcal_mol=73.2
C 2.3475 0.6347 -1.0651 1.00 0.29 5.76 -0.05
C 1.8226 0.7094 0.1765 1.12 0.91 -3.17 0.03
C 0.0921 -1.7390 -0.0795 0.64 -1.52 -2.28 -0.08
C -0.3476 -0.3790 0.2583 -2.70 -1.10 -1.00 -0.37
N -0.8228 0.0431 1.6101 1.01 -1.50 -1.27 0.22
N -1.3062 0.0752 -0.7157 1.28 -0.57 0.69 -0.04
N -1.9988 1.1737 -0.2528 -2.89 1.65 -0.81 -0.02
H 3.4217 0.6542 -0.9301 0.67 -0.69 -0.23 0.06
H 2.1160 0.8632 -2.0208 -1.76 0.60 -2.74 0.01
H 2.2827 0.5629 1.1340 0.19 -0.08 0.38 0.05
H 0.7371 -1.6964 -1.0428 -0.94 0.28 1.37 0.11
H -0.7525 -2.4522 -0.4264 1.06 1.05 1.09 0.12
H 0.7946 -2.2051 0.6010 -0.22 -0.11 0.43 0.08
H -0.1132 0.5731 2.0887 0.51 0.71 0.18 0.14
H -1.6220 0.6510 1.2968 -0.39 0.38 0.44 0.12
H -0.9416 0.0800 -1.6795 -0.36 0.11 0.62 0.16
H -0.9996 -0.7699 2.1916 -0.61 -0.09 0.14 0.17
H -1.6594 2.0285 -0.6691 0.32 0.38 0.16 0.11
H -3.0507 1.1927 -0.4752 2.05 -0.72 0.24 0.16

---

(2)
68
Properties=species:S:1:pos:R:3:forces:R:3:lowdin_charge:R:1 method="wB97M-V/def2-TZVPD" spin_multiplicity=2 lumo_ev="1.425 / 1.831" total_charge=-1 homo_lumo_gap_ev="6.8 / 7.2" relative_energy_kcal_mol=32.8
V 0.3089 -0.6475 -0.2687 -0.48 0.52 0.03 0.99
C -0.3891 2.0886 -2.2818 0.00 -0.01 0.01 0.01
C 0.6727 2.6341 -1.4506 0.00 0.03 -0.04 -0.10
C 1.6330 1.6523 -1.3032 -0.03 -0.01 0.09 -0.11
C 1.0924 0.4225 -1.9402 0.08 -0.05 -0.08 -0.17
C -0.1225 0.8138 -2.6521 -0.03 -0.14 0.01 -0.20
C -0.7528 0.0700 -3.8124 0.01 0.05 -0.03 -0.55
C -0.0679 0.5888 -5.0906 0.01 0.01 0.00 -0.05
C -0.5210 -1.4413 -3.7524 -0.01 0.05 -0.01 -0.06
C -2.2458 0.3882 -3.9006 0.00 -0.01 -0.01 -0.06
C 3.1069 1.7051 -0.8732 0.02 -0.01 0.01 -0.50
C 3.7995 0.3574 -1.1272 0.04 -0.01 0.03 -0.06
C 3.3788 2.0453 0.6065 0.01 -0.02 0.01 -0.04
C 3.8187 2.7226 -1.7853 -0.01 -0.05 -0.02 -0.05
C 0.5337 4.1047 -1.0444 0.01 0.02 0.02 -0.51
C 1.4260 4.5754 0.1058 -0.04 0.03 -0.03 -0.05
C -0.9114 4.3670 -0.5770 -0.04 -0.03 0.01 -0.05
C 0.7928 4.9796 -2.2847 -0.02 -0.03 0.05 -0.04
H -1.2465 2.6559 -2.6112 -0.01 0.02 0.01 0.11
H 1.7774 -0.2692 -2.4141 -0.03 0.02 -0.01 0.09
H 1.0073 0.3986 -5.0566 0.01 0.00 0.00 0.09
H -0.2178 1.6644 -5.1978 0.00 0.00 0.00 0.08
H -0.4766 0.0864 -5.9721 0.00 0.00 -0.01 0.08
H 0.5467 -1.6704 -3.7373 0.00 -0.01 0.01 0.07
H -0.9476 -1.9128 -4.6421 -0.01 0.01 0.01 0.09
H -0.9773 -1.8896 -2.8761 -0.05 -0.04 0.10 0.04
H -2.4055 1.4454 -4.1221 0.00 -0.01 0.00 0.08
H -2.7477 0.1579 -2.9637 -0.02 0.00 0.02 0.05
H -2.7134 -0.1930 -4.7000 -0.01 0.00 -0.01 0.08
H 3.3228 -0.4537 -0.5753 0.03 0.02 -0.03 0.06
H 4.8336 0.4298 -0.7819 0.01 -0.01 0.00 0.09
H 3.8234 0.1005 -2.1887 0.01 0.00 0.01 0.08
H 3.3995 1.1407 1.2110 0.04 0.03 -0.03 0.07
H 2.6388 2.7072 1.0416 0.08 -0.06 -0.01 0.05
H 4.3565 2.5270 0.6989 0.01 0.00 0.00 0.09
H 3.6353 2.4847 -2.8357 0.00 0.00 0.00 0.09
H 4.8973 2.6891 -1.6061 -0.01 -0.01 0.00 0.08
H 3.4820 3.7396 -1.6106 -0.04 0.08 -0.01 0.05
H 1.1856 4.0377 1.0244 -0.03 0.06 -0.02 0.08
H 1.2301 5.6360 0.2852 -0.01 0.00 0.00 0.09
H 2.4876 4.4708 -0.0982 0.01 0.01 0.00 0.06
H -1.1896 3.6869 0.2288 -0.01 0.07 -0.06 0.07
H -1.6339 4.2677 -1.3866 0.00 -0.01 -0.02 0.07
H -0.9836 5.3910 -0.2015 0.00 0.01 0.00 0.08
H 1.8202 4.8912 -2.6361 0.09 -0.02 -0.01 0.07
H 0.5993 6.0297 -2.0472 0.00 0.00 0.00 0.08
H 0.1338 4.6889 -3.1054 0.00 0.01 0.00 0.08
O 1.5317 0.9547 3.0509 -0.03 0.00 -0.09 0.14
C 0.9820 0.7395 2.0125 -0.03 0.05 0.16 -0.52
O 1.4032 -0.1702 1.1186 -0.21 -0.21 -0.09 -0.18
C -0.3147 1.4361 1.5141 0.10 0.02 0.12 -0.54
O -0.7279 2.4443 2.0372 -0.01 -0.12 0.02 0.09
O -0.8224 0.7776 0.5257 0.10 -0.21 -0.09 -0.09
Cl -5.9292 -3.2724 2.7398 -0.01 0.00 0.01 0.65
C -4.5702 -2.8111 1.7851 0.01 0.00 -0.01 -0.72
C -3.3356 -2.5754 2.3792 -0.01 0.00 0.00 -0.70
Cl -3.1532 -2.7713 4.0801 0.00 0.00 0.01 0.68
C -2.2467 -2.1912 1.6090 0.01 0.00 -0.05 -0.57
Cl -0.7032 -1.9952 2.3388 0.04 -0.02 0.00 0.84
C -2.3428 -1.9980 0.2167 -0.06 0.04 0.07 -0.41
O -1.3325 -1.6255 -0.5212 0.24 0.06 0.03 -0.22
C -3.5929 -2.2993 -0.3630 0.08 0.03 -0.01 -0.58
Cl -3.7336 -2.2165 -2.0748 0.04 0.02 -0.04 0.76
C -4.6833 -2.6853 0.4039 -0.01 0.00 0.02 -0.70
Cl -6.1925 -3.0193 -0.3593 -0.01 0.00 0.00 0.67
O 2.9454 -4.0521 -0.3890 0.00 0.00 -0.01 -0.54
S 1.9011 -3.4552 -1.2105 0.00 0.04 0.01 0.77
N 1.3010 -2.1698 -0.8043 0.16 -0.17 -0.01 -0.46

---

(3)
94
Properties=species:S:1:pos:R:3:forces:R:3:lowdin_charge:R:1 method="wB97M-V/def2-TZVPD" spin_multiplicity=3 lumo_ev="0.588 / 0.539" total_charge=0 homo_lumo_gap_ev="6.0 / 7.4"
Mo -0.4130 0.4398 -1.8240 1.63 -1.28 0.33 1.31
P -1.1595 2.8212 -1.2823 0.37 -0.88 0.10 0.73
P 0.2503 -1.8336 -2.8093 -0.11 0.76 0.78 0.76
N -2.0246 0.1733 -2.5633 -0.79 0.25 0.02 -0.28
H 1.8159 2.1223 -1.2844 0.99 -0.18 -0.28 0.10
C -0.8277 4.0661 -2.5677 -0.06 0.30 0.02 -0.25
H -1.0980 5.0691 -2.2055 0.08 -0.20 -0.19 0.05
H -1.4236 3.8263 -3.4585 0.16 0.05 0.22 0.05
H 0.2357 4.0484 -2.8411 -0.28 0.00 0.10 0.03
C -0.4119 3.4861 0.2337 -0.18 0.51 0.09 -0.27
H -0.8464 4.4685 0.4673 0.14 -0.14 0.04 0.05
H 0.6694 3.5927 0.0892 -0.26 -0.08 0.05 0.03
H -0.5777 2.7994 1.0739 0.08 0.11 -0.29 0.04
C -2.9580 2.9237 -1.0016 -0.10 0.25 0.03 -0.25
H -3.2165 3.9076 -0.5839 -0.01 -0.22 -0.11 0.05
H -3.2829 2.1368 -0.3081 0.14 0.16 -0.21 0.04
H -3.4852 2.7825 -1.9542 0.13 -0.05 0.23 0.04
C 0.9509 -1.7837 -4.4853 -0.02 -0.17 -0.17 -0.25
H 1.2631 -2.7911 -4.7975 -0.07 0.27 -0.02 0.05
H 1.8132 -1.1035 -4.4905 -0.30 -0.20 0.09 0.04
H 0.1884 -1.3992 -5.1755 0.20 -0.13 0.11 0.05
C 1.5729 -2.5314 -1.7794 0.07 -0.52 -0.16 -0.26
H 1.7549 -3.5722 -2.0825 0.12 0.13 0.15 0.05
H 1.3031 -2.4861 -0.7160 0.02 0.05 -0.45 0.01
H 2.4858 -1.9388 -1.9217 -0.30 -0.10 0.01 0.04
C -1.0964 -3.0532 -2.8469 0.16 -0.31 -0.18 -0.26
H -0.7000 -4.0475 -3.0952 -0.24 0.13 0.04 0.04
H -1.8329 -2.7445 -3.6011 0.15 -0.07 0.23 0.04
H -1.5932 -3.0800 -1.8679 0.16 0.02 -0.25 0.04
C -3.2988 -0.0698 -2.9138 -0.15 0.10 -0.30 -0.43
C -5.1378 0.1439 -4.5103 0.16 -0.07 0.20 -0.12
C -3.8066 0.3578 -4.1794 -0.01 -0.20 0.31 -0.07
C -4.1864 -0.7411 -2.0180 -0.01 0.21 -0.30 -0.06
C -5.5184 -0.9386 -2.3696 0.34 0.08 -0.04 -0.12
C -5.9976 -0.4989 -3.6084 -0.39 -0.04 -0.15 -0.13
H -5.5080 0.4813 -5.4821 0.06 -0.12 0.32 0.10
H -3.1086 0.8574 -4.8544 -0.27 -0.12 0.12 0.09
H -3.7822 -1.0798 -1.0618 -0.17 0.09 -0.23 0.09
H -6.1843 -1.4449 -1.6647 0.17 0.17 -0.28 0.10
H -7.0471 -0.6610 -3.8775 0.43 0.07 0.11 0.09
C 2.4391 1.4791 -1.9751 -0.96 0.33 -0.03 -0.56
O 1.5352 0.5216 -2.4842 -0.98 0.28 0.17 -0.49
C 2.9780 2.3102 -3.1419 0.36 0.40 0.19 -0.05
H 4.0438 2.5235 -2.9988 -0.12 0.08 -0.11 0.07
H 2.4581 3.2716 -3.1990 0.05 -0.09 -0.17 0.05
H 2.8565 1.7875 -4.0982 -0.03 -0.01 0.31 0.08
C 3.5346 0.7758 -1.1891 0.06 -0.05 0.12 -0.06
H 4.0593 0.0541 -1.8326 -0.12 0.18 0.06 0.09
H 3.1186 0.2395 -0.3283 0.03 0.05 -0.24 0.05
H 4.2725 1.5006 -0.8208 -0.11 -0.10 -0.05 0.08
C -2.0348 -2.0657 3.5373 -0.22 -0.13 0.06 -0.04
C -1.7239 -0.6112 3.2104 0.90 0.17 -0.46 -0.61
C -2.6762 -0.0723 2.1495 -0.38 -0.04 0.05 -0.04
C -1.7890 0.2298 4.4790 -0.11 0.12 0.14 -0.03
O -0.3386 -0.5458 2.7365 -0.98 -0.23 0.48 -0.12
Si 0.5429 -0.3066 1.3903 0.30 0.18 0.34 -0.01
O -0.3266 -0.1964 0.0551 -0.41 0.21 -0.78 -0.40
O 1.3621 1.1169 1.5257 0.39 0.31 0.38 -0.12
C 2.2762 1.6542 2.5323 -0.62 -0.36 -0.52 -0.61
C 2.5508 3.0999 2.1321 0.09 0.15 0.03 -0.04
C 1.6209 1.6041 3.9083 0.14 0.09 0.33 -0.03
C 3.5738 0.8617 2.5259 0.27 -0.04 0.10 -0.02
O 1.6398 -1.5189 1.2764 0.19 -0.73 0.52 -0.13
C 1.9363 -2.7625 2.0064 -0.19 0.90 -0.53 -0.60
C 3.2671 -3.2380 1.4317 0.10 -0.12 0.03 -0.02
C 2.0549 -2.4881 3.4989 0.03 -0.19 0.31 -0.03
C 0.8344 -3.7867 1.7631 -0.08 -0.22 0.03 -0.02
H -3.0318 -2.1316 3.9940 0.19 -0.01 -0.10 0.09
H -1.3090 -2.4672 4.2577 -0.12 0.09 -0.24 0.09
H -2.0421 -2.6865 2.6316 0.05 0.17 0.22 0.08
H -3.7050 -0.1077 2.5434 0.27 0.03 -0.11 0.10
H -2.4492 0.9740 1.9026 0.04 -0.26 0.02 0.08
H -2.6443 -0.6768 1.2349 0.10 0.20 0.17 0.07
H -1.0759 -0.1379 5.2279 -0.09 0.10 -0.21 0.09
H -1.5761 1.2861 4.2671 0.01 -0.27 0.02 0.08
H -2.7962 0.1650 4.9113 0.18 0.03 -0.08 0.09
H 2.9932 3.1528 1.1278 -0.17 -0.07 0.18 0.09
H 1.6342 3.7026 2.1559 0.19 -0.17 -0.01 0.07
H 3.2667 3.5427 2.8361 -0.12 -0.06 -0.11 0.09
H 2.2870 2.0914 4.6389 -0.21 -0.13 -0.18 0.09
H 0.6638 2.1441 3.9086 0.22 -0.20 -0.04 0.09
H 1.4556 0.5698 4.2405 -0.03 0.29 -0.15 0.08
H 3.3956 -0.1950 2.7550 0.05 0.33 -0.12 0.06
H 4.0707 0.9349 1.5517 -0.12 -0.04 0.22 0.07
H 4.2459 1.2787 3.2893 -0.09 -0.14 -0.16 0.10
H 3.1820 -3.4553 0.3593 -0.02 0.09 0.25 0.08
H 3.5831 -4.1547 1.9438 -0.01 0.12 -0.08 0.09
H 4.0441 -2.4747 1.5721 -0.22 -0.14 -0.02 0.09
H 1.1331 -2.0402 3.8941 0.31 -0.09 -0.15 0.07
H 2.2243 -3.4441 4.0169 -0.02 0.25 -0.07 0.09
H 2.9080 -1.8372 3.7205 -0.21 -0.11 -0.02 0.08
H -0.1299 -3.4251 2.1431 0.30 -0.06 -0.16 0.06
H 0.7396 -4.0408 0.7008 -0.01 0.13 0.19 0.08
H 1.0865 -4.7112 2.3034 -0.10 0.19 -0.13 0.10

---

(4)
15
Properties=species:S:1:pos:R:3:forces:R:3:lowdin_charge:R:1 method="wB97M-V/def2-TZVPD" lumo_ev=0.759 total_charge=0 homo_lumo_gap_ev=8.3 relative_energy_kcal_mol=132.9
C 0.8822 -0.4276 1.3368 0.03 0.11 0.21 -0.12
N 1.1516 0.4420 0.2018 -0.66 0.56 -0.19 -0.04
C -0.0658 1.4328 -0.5543 0.78 -2.09 0.72 -0.17
N -1.4613 -1.0061 -0.5629 -0.57 0.62 0.76 -0.07
C 0.3479 0.2039 -1.3406 -1.54 0.66 -0.81 -0.32
N -0.5074 -0.7709 -1.5811 1.14 -0.50 -0.22 -0.11
N -1.0605 1.9227 -0.0446 0.22 0.40 -0.18 0.18
H 2.1250 0.5074 -0.0659 -0.05 0.29 0.13 0.11
H -1.3802 -1.9527 -0.2023 0.10 0.08 -0.36 0.06
H -2.3968 -0.9070 -0.9424 0.09 -0.10 -0.10 0.06
H -1.1408 2.1336 0.9416 0.23 -0.05 0.10 0.08
H 1.0815 0.3563 -2.1227 0.17 -0.04 0.16 0.11
H 0.8834 -1.4872 1.0604 0.01 0.16 -0.06 0.08
H -0.0918 -0.1870 1.7651 0.00 -0.04 -0.14 0.07
H 1.6331 -0.2603 2.1113 0.03 -0.06 -0.02 0.07

---

(5)
35
Properties=species:S:1:pos:R:3:forces:R:3:lowdin_charge:R:1 method="wB97M-V/def2-TZVPD" lumo_ev="-5.101 / -4.741" total_charge=+1 homo_lumo_gap_ev="5.6 / 6.0" relative_energy_kcal_mol=0.0
C 2.2495 -3.3860 -0.8423 -0.54 0.24 -0.10 -0.24
C 3.5822 -3.6554 -0.8688 0.34 -1.25 -0.03 -0.22
C 4.6530 -2.7590 -0.6719 0.03 0.41 0.24 -0.06
C 4.6589 -1.3655 -0.4315 1.52 0.17 0.38 -0.22
C 3.5872 -0.5401 -0.2498 -0.19 0.15 -1.19 -0.28
Pb 1.7182 -1.5528 0.2238 0.11 0.31 0.12 0.94
P -0.9457 -2.6594 0.1310 -0.27 0.30 -0.22 0.64
H 1.4876 -4.1567 -1.0594 0.76 0.18 0.27 0.03
H 3.9304 -4.6849 -1.0548 -0.30 0.41 -0.17 0.11
H 5.6439 -3.2220 -0.7415 -0.34 0.24 -0.01 0.12
H 3.6172 0.5597 -0.2424 0.51 -0.57 0.57 0.04
H 5.6871 -0.9609 -0.3958 -0.51 0.01 -0.22 0.11
H -1.5000 -2.5411 1.4494 -0.17 -0.29 -0.82 -0.10
H -0.8916 -4.0679 -0.1237 -0.54 0.59 0.18 -0.10
H -1.9056 -2.1034 -0.7788 -0.05 -0.67 0.64 -0.11
C -3.2761 3.2739 -1.0584 -0.22 0.26 0.10 -0.08
C -2.8940 1.8311 -0.8197 0.36 0.00 -0.82 -0.22
N -1.5008 1.6634 -1.3306 0.56 -0.93 0.72 0.01
C -0.4388 1.1235 -0.6753 -1.22 0.26 -0.09 -0.80
S 0.7849 0.3942 -1.6151 0.17 -0.45 0.14 0.63
N -0.3676 1.1169 0.6672 0.51 0.30 -0.04 -0.01
C -1.0157 2.0455 1.6290 0.40 -0.10 -0.12 -0.21
C -1.7374 1.2514 2.6976 -0.13 -0.08 0.13 -0.08
H -2.5794 3.9431 -0.5424 -0.19 -0.04 -0.04 0.08
H -4.2935 3.4741 -0.7211 0.04 0.06 -0.02 0.09
H -3.2151 3.5000 -2.1280 -0.05 0.00 0.18 0.09
H -3.0083 1.5109 0.2199 0.28 0.05 -0.32 0.10
H -3.5194 1.1684 -1.4356 0.09 0.12 0.25 0.13
H -1.4223 1.5476 -2.3421 -0.09 0.11 0.52 0.13
H 0.5272 0.7299 1.0021 -0.85 0.36 -0.20 0.05
H -0.2057 2.6307 2.0837 -0.21 -0.03 -0.12 0.13
H -1.6657 2.7518 1.1031 0.25 -0.26 0.12 0.10
H -1.0295 0.6290 3.2564 -0.11 0.09 -0.09 0.08
H -2.2244 1.9200 3.4084 -0.01 -0.05 -0.02 0.09
H -2.4907 0.5898 2.2571 0.04 0.12 0.08 0.07